C6H8O2 | the ωB97M-V functional and the def2-TZVPD basis

The spin multiplicity is 1. For the total energy, the calculation gives -10439.690 eV. The HOMO-LUMO gap comes out at 9.9 eV. The relative energy (zero: lowest compared OMol25 entry of this formula, charge and spin) comes out at 162.25 kcal per mole.

```
16
C6H8O2 | the OMol25 dataset | the ωB97M-V functional and the def2-TZVPD basis
C 0.15 -0.70 3.06
C 0.18 -0.09 1.66
C -0.30 -0.92 0.52
C -0.26 -0.39 -0.80
C 0.32 0.82 -1.46
C -0.03 1.12 -2.98
H -0.35 -1.76 3.18
H 0.68 -0.19 4.02
H 0.77 0.72 1.36
H -0.76 -1.83 0.77
H -0.67 -1.28 -1.16
H 0.88 1.53 -0.86
H 0.02 2.25 -3.76
H -0.76 0.32 -3.43
O -0.96 0.19 2.49
O 1.09 0.19 -2.61
```

=====

C5H9NO2 | the ωB97M-V functional and the def2-TZVPD basis

The spin multiplicity is 1. For the total energy, the calculation gives -10906.591 eV. The HOMO-LUMO gap comes out at 9.9 eV. The relative energy (zero: lowest compared OMol25 entry of this formula, charge and spin) comes out at 230.25 kcal per mole.

```
17
C5H9NO2 | the OMol25 dataset | the ωB97M-V functional and the def2-TZVPD basis
C -1.95 0.02 0.36
C -0.68 0.58 -0.27
C 0.98 0.86 -1.37
C 0.39 -0.88 1.38
C -1.17 -0.69 1.55
H -2.81 0.52 1.03
H -2.37 -0.80 -0.32
H -0.06 1.23 0.47
H -0.34 -0.56 -0.61
H 1.05 1.79 -0.73
H 1.63 1.15 -2.18
H 0.75 -1.11 2.44
H -1.75 -1.68 1.82
H -1.18 0.27 2.54
N 1.42 -0.80 0.61
O -0.27 1.04 -1.59
O 1.49 -0.35 -0.73
```

=====

C6H11NO | the ωB97M-V functional and the def2-TZVPD basis

The spin multiplicity is 1. For the total energy, the calculation gives -9934.417 eV. The HOMO-LUMO gap comes out at 8.6 eV. The SMILES is [H]/N=C(\C)C=O.C=CC. The relative energy (zero: lowest compared OMol25 entry of this formula, charge and spin) comes out at 93.11 kcal per mole.

```
19
C6H11NO | the OMol25 dataset | the ωB97M-V functional and the def2-TZVPD basis
H 0.42 -2.81 0.14
N 0.76 -1.95 0.58
C -0.11 -0.96 0.49
C -1.54 -1.19 0.04
C 0.06 -0.23 1.79
O 1.02 0.48 2.02
H -1.54 -1.66 -0.95
H -2.04 -1.88 0.73
H -2.11 -0.26 0.00
H -0.71 -0.40 2.55
C 1.76 0.99 -0.03
C 0.71 0.56 -0.82
C -0.32 1.58 -1.26
H 2.63 0.36 0.10
H 1.83 2.01 0.31
H 0.94 -0.19 -1.56
H 0.09 2.25 -2.03
H -0.65 2.20 -0.43
H -1.20 1.10 -1.69
```

=====

C29H52FeN7O | the ωB97M-V functional and the def2-TZVPD basis

The net charge is +2. The spin multiplicity is 6. For the total energy, the calculation gives -77760.965 eV. The HOMO-LUMO gap (spin up / spin down) comes out at 6.5 / 4.6 eV. As for the expectation value of S²: 8.77. The relative energy (zero: lowest compared OMol25 entry of this formula, charge and spin) comes out at 92.89 kcal per mole.

```
90
C29H52FeN7O | the OMol25 dataset | the ωB97M-V functional and the def2-TZVPD basis
Fe -1.82 4.22 0.34
C 0.08 1.88 -0.53
O -0.76 2.92 -0.31
H 0.35 1.80 -1.60
H 0.98 1.99 0.09
H -0.38 0.92 -0.25
C -3.17 -0.80 -3.21
C -2.23 -0.44 -4.36
C -1.70 1.00 -4.28
C -2.67 2.03 -3.91
N -3.43 2.85 -3.64
H -3.95 -0.06 -3.07
H -2.59 -0.87 -2.28
H -3.56 -1.80 -3.40
H -2.72 -0.54 -5.33
H -1.35 -1.08 -4.41
H -1.22 1.33 -5.20
H -0.90 1.05 -3.53
C 1.79 -2.88 -4.42
C 2.89 -2.06 -3.76
C 2.36 -0.76 -3.14
C 2.01 0.21 -4.19
N 1.71 0.93 -5.01
H 1.44 -2.40 -5.34
H 0.89 -2.96 -3.80
H 2.10 -3.87 -4.74
H 3.70 -1.87 -4.46
H 3.35 -2.62 -2.93
H 3.10 -0.32 -2.47
H 1.43 -0.87 -2.57
C -5.29 1.75 3.90
C -4.36 2.60 4.78
C -2.87 2.46 4.42
C -2.60 2.85 3.06
N -2.38 3.17 1.98
H -5.23 0.68 4.11
H -5.01 1.89 2.85
H -6.32 2.07 4.02
H -4.53 2.37 5.83
H -4.66 3.64 4.62
H -2.49 1.45 4.57
H -2.27 3.08 5.09
C 3.01 -0.26 2.27
C 3.32 -1.07 3.51
C 4.11 -0.22 4.52
C 3.34 0.95 4.98
N 2.76 1.86 5.33
H 2.49 -0.84 1.50
H 3.89 0.16 1.80
H 2.36 0.55 2.63
H 3.92 -1.95 3.29
H 2.42 -1.41 4.02
H 4.99 0.24 4.06
H 4.41 -0.77 5.41
C -0.13 -3.43 -0.52
C -1.37 -4.22 -0.86
C -1.50 -5.58 -0.16
C -1.65 -5.49 1.29
N -1.78 -5.43 2.42
H -0.09 -3.19 0.55
H -0.14 -2.48 -1.07
H 0.80 -3.93 -0.81
H -1.35 -4.45 -1.93
H -2.29 -3.66 -0.66
H -0.72 -6.30 -0.40
H -2.44 -6.00 -0.53
C 4.63 2.80 -1.22
C 4.14 3.33 -2.56
C 3.74 4.80 -2.51
C 2.41 5.06 -1.95
N 1.37 5.28 -1.51
H 4.86 1.74 -1.32
H 3.83 2.88 -0.47
H 5.50 3.32 -0.82
H 3.31 2.72 -2.91
H 4.97 3.25 -3.27
H 3.65 5.21 -3.52
H 4.44 5.40 -1.93
C -0.66 -0.57 2.85
C -1.79 -1.52 3.15
C -2.68 -1.87 2.00
C -3.33 -0.73 1.36
N -3.89 0.18 0.94
H -0.96 0.37 2.36
H 0.07 -1.05 2.20
H -0.21 -0.20 3.77
H -2.36 -1.11 3.99
H -1.39 -2.42 3.61
H -3.50 -2.49 2.38
H -2.18 -2.46 1.23
```

=====

C5H8O2 | the ωB97M-V functional and the def2-TZVPD basis

The spin multiplicity is 1. For the total energy, the calculation gives -9404.527 eV. The HOMO-LUMO gap (spin up / spin down) comes out at 7.0 / 7.1 eV. The relative energy (zero: lowest compared OMol25 entry of this formula, charge and spin) comes out at 122.33 kcal per mole.

```
15
C5H8O2 | the OMol25 dataset | the ωB97M-V functional and the def2-TZVPD basis
O 1.47 0.60 -0.13
C 1.40 -0.95 0.24
C 0.06 -1.00 0.73
C -0.38 1.23 -0.41
C -1.63 0.38 -0.26
C -0.94 -0.98 -0.31
O -1.01 -1.72 -1.29
H 2.23 0.89 -0.68
H 2.23 -1.08 0.93
H 1.55 -1.48 -0.70
H -0.15 -0.51 1.68
H -0.21 2.04 0.29
H -0.11 1.46 -1.44
H -2.34 0.54 -1.08
H -2.10 0.58 0.71
```

=====

C5H8NO | the ωB97M-V functional and the def2-TZVPD basis

The net charge is +1. The spin multiplicity is 1. For the total energy, the calculation gives -8840.935 eV. The HOMO-LUMO gap comes out at 9.0 eV. The SMILES is C=CO[C@@H]1C[N+]1=C. The relative energy (zero: lowest compared OMol25 entry of this formula, charge and spin) comes out at 88.23 kcal per mole.

```
15
C5H8NO | the OMol25 dataset | the ωB97M-V functional and the def2-TZVPD basis
C -2.38 -0.72 -0.72
C -1.58 -0.24 0.21
O -1.05 1.11 0.23
C 0.28 1.25 0.11
C 1.07 0.51 -0.97
N 1.27 0.20 0.40
C 1.68 -0.55 1.29
H -2.77 -0.20 -1.53
H -2.67 -1.66 -0.60
H -1.11 -0.84 1.03
H 0.59 2.41 0.27
H 1.92 1.03 -1.31
H 0.74 -0.40 -1.57
H 1.59 -0.56 2.31
H 2.41 -1.34 0.85
```